1.
Below is a 8-piece molecular cluster, C52H75FNO18 overall in a non-equilibrium geometry, with properties calculated with wB97M-V/def2-TZVPD.

Summary:
Max |F| in Eh/bohr: 0.03605
Total energy in eV: -96197.5395
Gap between HOMO and LUMO in eV: 5.1
Multiplicity: 1
Highest occupied orbital energy in eV: -9.43
Charge: +1
E_LUMO in eV: -4.356

Last column: Löwdin charge in e.
Geometry (Å):
C: -7.903 -7.169 -1.725  -0.07
C: -6.715 -6.164 -1.978  -0.54
C: -7.392 -4.760 -2.069  -0.05
C: -5.803 -6.269 -0.737  -0.05
C: -6.069 -6.615 -3.326  -0.12
C: -4.559 -6.302 -3.538  -0.45
C: -3.635 -7.400 -2.907  -0.05
C: -4.313 -6.426 -5.093  -0.04
C: -4.140 -4.873 -3.167  -0.19
C: -4.790 -3.751 -3.669  -0.04
C: -4.442 -2.464 -3.315  -0.01
C: -3.390 -2.220 -2.410  -0.24
O: -2.940 -1.011 -1.914  -0.03
C: -3.455 0.130 -2.571  -0.15
C: -3.149 1.368 -1.670  -0.15
O: -2.021 1.147 -0.817  -0.12
C: -2.019 2.023 0.277  -0.20
C: -0.733 2.891 0.369  -0.06
C: -0.543 3.554 1.716  -0.08
C: 0.699 3.498 2.354  0.05
N: 0.874 4.110 3.516  0.14
C: -0.052 4.811 4.167  0.07
C: -1.308 4.903 3.626  -0.17
F: -2.274 5.581 4.234  0.13
C: -1.535 4.281 2.394  0.04
C: -2.943 4.431 1.818  -0.46
O: -3.263 5.246 0.993  0.18
O: -3.879 3.546 2.265  0.14
C: -2.712 -3.333 -1.939  -0.01
C: -3.077 -4.619 -2.308  -0.04
H: -8.399 -7.434 -2.667  0.08
H: -8.617 -6.745 -1.006  0.07
H: -7.481 -8.061 -1.231  0.08
H: -6.728 -3.946 -1.748  0.07
H: -8.315 -4.728 -1.472  0.07
H: -7.711 -4.558 -3.104  0.08
H: -6.455 -6.237 0.154  0.09
H: -5.167 -5.376 -0.666  0.08
H: -5.242 -7.208 -0.688  0.08
H: -6.256 -7.696 -3.428  0.12
H: -6.610 -6.139 -4.162  0.12
H: -4.262 -8.305 -2.846  0.09
H: -2.764 -7.617 -3.532  0.08
H: -3.371 -7.176 -1.867  0.06
H: -4.829 -5.567 -5.548  0.07
H: -3.250 -6.401 -5.351  0.08
H: -4.837 -7.331 -5.433  0.09
H: -5.633 -3.877 -4.351  0.12
H: -5.028 -1.652 -3.734  0.09
H: -4.546 0.119 -2.686  0.13
H: -2.957 0.280 -3.532  0.10
H: -2.891 2.239 -2.294  0.12
H: -4.075 1.559 -1.100  0.13
H: -2.858 2.721 0.146  0.10
H: -2.117 1.413 1.194  0.14
H: 0.166 2.293 0.154  0.13
H: -0.803 3.664 -0.414  0.13
H: 1.527 2.949 1.862  0.14
H: 1.804 4.067 3.930  0.20
H: 0.179 5.308 5.109  0.14
H: -3.548 3.047 3.026  0.13
H: -1.875 -3.186 -1.259  0.10
H: -2.472 -5.414 -1.876  0.10
O: 3.438 2.052 2.234  0.05
C: 3.380 0.851 2.390  -0.47
O: 3.595 0.268 3.577  0.04
C: 3.574 -1.169 3.422  -0.13
C: 2.783 -1.415 2.149  -0.15
C: 3.120 -0.182 1.321  -0.08
H: 4.603 -1.524 3.348  0.13
H: 3.109 -1.622 4.294  0.13
H: 3.032 -2.354 1.663  0.12
H: 1.713 -1.425 2.370  0.12
H: 4.030 -0.320 0.736  0.15
H: 2.299 0.113 0.680  0.10
O: -0.624 2.948 -2.899  0.11
C: 0.172 3.744 -3.313  -0.48
O: 1.241 3.399 -4.064  0.04
C: 2.061 4.557 -4.311  -0.15
C: 1.135 5.746 -4.124  -0.15
C: 0.174 5.238 -3.056  -0.08
H: 2.887 4.555 -3.597  0.13
H: 2.468 4.504 -5.318  0.13
H: 1.659 6.660 -3.849  0.12
H: 0.587 5.939 -5.047  0.12
H: 0.550 5.422 -2.047  0.13
H: -0.823 5.654 -3.172  0.13
O: 7.646 1.296 2.860  0.12
C: 7.456 2.326 3.441  -0.48
O: 8.452 3.133 3.878  0.03
C: 7.899 4.227 4.630  -0.15
C: 6.458 4.342 4.161  -0.16
C: 6.111 2.894 3.834  -0.08
H: 7.973 3.990 5.694  0.13
H: 8.474 5.129 4.431  0.13
H: 5.801 4.800 4.899  0.11
H: 6.412 4.945 3.251  0.12
H: 5.740 2.356 4.709  0.14
H: 5.403 2.820 3.013  0.09
O: -4.080 -0.353 -5.335  0.10
C: -3.336 -0.042 -6.221  -0.46
O: -3.733 0.630 -7.326  0.04
C: -2.633 0.754 -8.245  -0.15
C: -1.384 0.594 -7.394  -0.15
C: -1.859 -0.364 -6.308  -0.07
H: -2.724 -0.028 -9.002  0.13
H: -2.679 1.724 -8.735  0.13
H: -0.524 0.236 -7.956  0.12
H: -1.116 1.553 -6.944  0.12
H: -1.743 -1.408 -6.603  0.14
H: -1.363 -0.180 -5.357  0.12
O: 1.994 -1.551 -0.731  0.10
C: 2.118 -2.486 -1.475  -0.46
O: 3.314 -2.890 -1.954  0.04
C: 3.125 -3.959 -2.902  -0.15
C: 1.771 -4.556 -2.558  -0.15
C: 1.010 -3.341 -2.042  -0.07
H: 3.152 -3.538 -3.909  0.13
H: 3.933 -4.680 -2.801  0.13
H: 1.293 -5.053 -3.400  0.12
H: 1.882 -5.288 -1.756  0.12
H: 0.518 -2.792 -2.848  0.14
H: 0.294 -3.606 -1.273  0.11
O: 1.558 7.520 8.707  0.15
C: 0.477 7.370 8.231  -0.47
O: 0.279 6.954 6.942  0.00
C: -1.124 6.976 6.636  -0.17
C: -1.832 6.902 7.979  -0.14
C: -0.858 7.638 8.896  -0.06
H: -1.350 7.900 6.099  0.14
H: -1.362 6.133 5.998  0.07
H: -2.832 7.330 7.960  0.12
H: -1.918 5.861 8.297  0.12
H: -1.038 8.713 8.905  0.14
H: -0.873 7.241 9.907  0.13
O: 7.874 -3.931 5.233  0.12
C: 8.641 -3.086 4.874  -0.49
O: 9.770 -3.352 4.173  0.03
C: 10.529 -2.142 3.989  -0.15
C: 9.523 -1.016 4.148  -0.17
C: 8.543 -1.601 5.156  -0.08
H: 11.317 -2.107 4.745  0.13
H: 10.989 -2.149 3.003  0.12
H: 9.975 -0.078 4.465  0.12
H: 9.011 -0.838 3.203  0.10
H: 8.853 -1.415 6.185  0.13
H: 7.530 -1.240 4.993  0.12

---

2.
Below is C52H78F3N3O6SW as an isolated structure in a non-equilibrium geometry, with properties calculated with wB97M-V/def2-TZVPD.

Summary:
Max |F| in Eh/bohr: 0.08193
Total energy in eV: -92746.2242
Gap between HOMO and LUMO in eV: 6.2
Multiplicity: 1
Highest occupied orbital energy in eV: -13.12
Charge: +2
E_LUMO in eV: -6.940

Last column: Löwdin charge in e.
Geometry (Å):
W: -0.705 0.237 -0.004  2.11
C: 0.799 3.783 -6.606  -0.06
C: 0.105 4.676 -5.575  -0.56
C: -1.378 4.812 -5.951  -0.03
C: 0.784 6.049 -5.609  -0.03
C: 0.172 4.099 -4.175  -0.14
C: 0.718 2.863 -3.899  0.04
C: 0.636 2.308 -2.625  -0.13
C: 1.119 0.882 -2.547  -0.12
N: 1.337 0.215 -1.230  -0.20
C: 1.768 -1.155 -1.640  -0.13
C: 2.044 -2.086 -0.460  -0.12
N: 1.213 -1.687 0.689  -0.15
C: 2.057 -1.274 1.824  -0.13
C: 1.430 -0.090 2.540  -0.12
N: 0.923 0.915 1.574  -0.21
C: 2.059 1.556 0.863  -0.11
C: 2.449 0.883 -0.481  -0.08
C: 0.183 1.899 2.419  -0.11
C: -1.046 1.341 3.124  -0.14
C: -1.508 2.045 4.228  0.04
C: -2.643 1.638 4.916  -0.13
C: -3.302 0.508 4.444  0.04
C: -2.896 -0.229 3.335  -0.06
C: -1.731 0.198 2.674  -0.23
O: -1.198 -0.456 1.599  -0.27
C: -3.744 -1.435 2.925  -0.51
C: -3.342 -2.071 1.584  -0.03
C: -3.633 -2.511 4.020  -0.02
C: -5.214 -1.004 2.800  -0.02
C: -3.170 2.366 6.144  -0.55
C: -4.591 2.875 5.858  -0.03
C: -3.197 1.392 7.331  -0.03
C: -2.305 3.569 6.531  -0.06
C: 0.345 -2.816 1.106  -0.10
C: -0.367 -3.471 -0.052  -0.15
C: -0.315 -4.856 -0.150  0.04
C: -0.948 -5.522 -1.187  -0.13
C: -1.612 -4.740 -2.117  0.04
C: -1.655 -3.353 -2.098  -0.06
C: -1.034 -2.693 -1.018  -0.17
O: -1.001 -1.329 -0.836  -0.24
C: -2.446 -2.708 -3.231  -0.52
C: -2.040 -1.258 -3.461  -0.04
C: -3.930 -2.757 -2.845  -0.01
C: -2.228 -3.447 -4.562  -0.03
C: -0.973 -7.026 -1.360  -0.55
C: -0.060 -7.733 -0.359  -0.05
C: -0.507 -7.395 -2.777  -0.03
C: -2.418 -7.496 -1.142  -0.02
C: 0.046 3.001 -1.576  -0.27
O: -0.171 2.320 -0.396  -0.36
C: -0.400 4.327 -1.798  -0.09
C: -0.344 4.814 -3.095  0.05
C: -0.796 5.259 -0.652  -0.45
C: 0.479 5.460 0.187  0.00
C: -1.262 6.639 -1.136  -0.03
C: -1.909 4.695 0.264  -0.21
H: 0.746 4.256 -7.582  0.09
H: 0.317 2.813 -6.685  0.09
H: 1.849 3.649 -6.360  0.09
H: -1.467 5.164 -6.974  0.09
H: -1.885 5.520 -5.301  0.08
H: -1.881 3.851 -5.873  0.09
H: 0.759 6.435 -6.624  0.09
H: 1.822 5.968 -5.296  0.09
H: 0.287 6.767 -4.966  0.08
H: 1.191 2.281 -4.673  0.12
H: 2.064 0.834 -3.111  0.15
H: 0.383 0.282 -3.098  0.12
H: 2.665 -1.088 -2.268  0.15
H: 0.966 -1.582 -2.249  0.11
H: 3.104 -2.083 -0.198  0.13
H: 1.803 -3.109 -0.763  0.14
H: 3.049 -0.994 1.470  0.12
H: 2.203 -2.094 2.540  0.15
H: 2.177 0.370 3.202  0.15
H: 0.596 -0.423 3.162  0.13
H: 2.946 1.580 1.509  0.15
H: 1.792 2.593 0.652  0.11
H: 3.239 0.150 -0.309  0.12
H: 2.880 1.670 -1.108  0.15
H: -0.122 2.753 1.802  0.11
H: 0.870 2.278 3.191  0.15
H: -0.974 2.932 4.528  0.12
H: -4.185 0.184 4.966  0.11
H: -2.468 -2.708 1.697  0.07
H: -3.141 -1.315 0.817  0.06
H: -4.155 -2.702 1.230  0.10
H: -2.596 -2.797 4.186  0.09
H: -4.187 -3.398 3.722  0.10
H: -4.042 -2.160 4.963  0.09
H: -5.325 -0.233 2.042  0.09
H: -5.608 -0.623 3.736  0.08
H: -5.820 -1.861 2.515  0.10
H: -5.280 2.060 5.659  0.08
H: -4.589 3.538 4.996  0.09
H: -4.960 3.428 6.718  0.09
H: -3.859 0.552 7.147  0.08
H: -3.548 1.904 8.223  0.09
H: -2.201 1.005 7.531  0.09
H: -2.314 4.328 5.752  0.09
H: -1.278 3.276 6.736  0.09
H: -2.704 4.020 7.436  0.09
H: -0.374 -2.433 1.838  0.12
H: 0.962 -3.577 1.602  0.14
H: 0.214 -5.406 0.611  0.12
H: -2.121 -5.247 -2.917  0.10
H: -2.369 -0.645 -2.629  0.04
H: -2.506 -0.870 -4.363  0.10
H: -0.958 -1.178 -3.579  0.08
H: -4.088 -2.269 -1.886  0.08
H: -4.278 -3.785 -2.770  0.09
H: -4.519 -2.247 -3.602  0.10
H: -1.167 -3.610 -4.746  0.10
H: -2.628 -2.843 -5.372  0.09
H: -2.739 -4.403 -4.607  0.08
H: 0.969 -7.395 -0.467  0.09
H: -0.083 -8.803 -0.549  0.09
H: -0.392 -7.566 0.663  0.09
H: 0.499 -7.022 -2.956  0.09
H: -1.162 -6.996 -3.544  0.08
H: -0.492 -8.476 -2.885  0.09
H: -2.742 -7.260 -0.131  0.09
H: -2.481 -8.571 -1.284  0.09
H: -3.102 -7.018 -1.836  0.08
H: -0.713 5.803 -3.298  0.10
H: 0.845 4.517 0.589  0.06
H: 0.293 6.140 1.015  0.10
H: 1.261 5.879 -0.444  0.11
H: -0.460 7.150 -1.661  0.10
H: -1.532 7.255 -0.280  0.10
H: -2.124 6.568 -1.795  0.09
H: -1.576 3.791 0.778  0.08
H: -3.656 5.104 -0.521  0.12
H: -2.138 5.443 1.028  0.14
F: -4.628 1.501 -2.289  0.17
C: -4.113 1.422 -1.067  -0.63
F: -3.914 0.107 -0.782  0.07
F: -4.988 1.888 -0.186  0.17
S: -2.337 2.111 -0.857  1.11
O: -2.260 1.507 0.541  -0.44
O: -3.100 4.321 -0.414  -0.13
O: -1.715 0.950 -1.639  -0.50

---

3.
Below is a 13-piece molecular cluster, C52H83N7O12S6 overall in a non-equilibrium geometry, with properties calculated with wB97M-V/def2-TZVPD.

Summary:
Max |F| in Eh/bohr: 0.10770
Total energy in eV: -155267.9581
Gap between HOMO and LUMO (alpha / beta) in eV: 6.4 / 2.8
Multiplicity: 2
Highest occupied orbital energy (alpha / beta) in eV: -9.91 / -9.91
Charge: +1
E_LUMO (alpha / beta) in eV: -3.510 / -7.136

Last column: Löwdin charge in e.
Geometry (Å):
C: -23.032 -18.953 -3.863  -0.20
C: -22.527 -17.928 -2.866  -0.21
C: -22.898 -18.545 -1.461  -0.21
S: -22.379 -20.293 -1.504  0.70
O: -23.202 -21.093 -0.650  -0.32
O: -20.934 -20.346 -1.334  -0.34
C: -22.844 -20.409 -3.310  -0.18
H: -22.492 -18.957 -4.810  0.11
H: -24.079 -18.831 -4.140  0.12
H: -22.897 -16.912 -3.005  0.12
H: -21.449 -17.798 -2.958  0.09
H: -23.986 -18.472 -1.492  0.11
H: -22.654 -17.965 -0.571  0.09
H: -23.803 -20.926 -3.344  0.10
H: -22.236 -21.110 -3.883  0.08
C: -15.722 -20.995 7.153  -0.23
C: -16.241 -21.374 5.744  -0.20
C: -16.609 -22.891 5.795  -0.17
S: -15.347 -23.621 6.997  0.72
O: -14.191 -24.226 6.326  -0.36
O: -16.086 -24.411 7.988  -0.35
C: -14.756 -22.048 7.748  -0.19
H: -16.509 -20.912 7.902  0.09
H: -15.307 -19.987 7.122  0.10
H: -15.452 -21.266 5.000  0.10
H: -17.106 -20.777 5.457  0.08
H: -16.676 -23.475 4.877  0.08
H: -17.496 -23.128 6.384  0.09
H: -13.752 -21.796 7.405  0.10
H: -14.838 -22.241 8.818  0.10
C: -13.928 -21.695 1.280  -0.20
C: -12.977 -22.300 2.352  -0.20
C: -12.467 -23.636 1.711  -0.19
S: -12.345 -23.317 -0.110  0.71
O: -13.179 -24.295 -0.838  -0.35
O: -10.928 -23.224 -0.507  -0.35
C: -13.070 -21.677 -0.058  -0.21
H: -14.377 -20.739 1.551  0.07
H: -14.780 -22.373 1.242  0.08
H: -13.553 -22.390 3.273  0.10
H: -12.162 -21.647 2.664  0.11
H: -13.267 -24.350 1.909  0.09
H: -11.629 -24.168 2.162  0.11
H: -13.563 -21.599 -1.027  0.09
H: -12.232 -20.983 -0.001  0.10
C: -20.129 -20.021 3.024  -0.21
C: -19.712 -21.431 2.499  -0.20
C: -18.672 -21.213 1.431  -0.21
S: -17.615 -19.811 2.082  0.76
O: -17.551 -18.829 1.008  -0.37
O: -16.380 -20.294 2.718  -0.34
C: -18.890 -19.212 3.337  -0.18
H: -20.879 -20.052 3.815  0.11
H: -20.621 -19.478 2.217  0.10
H: -20.560 -22.043 2.194  0.11
H: -19.226 -22.018 3.278  0.11
H: -19.120 -20.732 0.562  0.07
H: -18.116 -22.087 1.091  0.08
H: -19.113 -18.145 3.314  0.08
H: -18.493 -19.400 4.334  0.06
C: -13.393 -17.260 1.494  -0.23
C: -14.808 -17.474 1.072  -0.24
C: -15.296 -16.226 0.356  -0.22
S: -14.313 -14.823 0.975  0.68
O: -15.183 -13.998 1.783  -0.34
O: -13.589 -14.252 -0.142  -0.32
C: -13.221 -15.844 2.054  -0.18
H: -12.760 -17.385 0.615  0.12
H: -12.991 -17.996 2.190  0.12
H: -15.488 -17.689 1.897  0.10
H: -14.855 -18.380 0.469  0.10
H: -16.309 -15.891 0.578  0.08
H: -15.001 -16.122 -0.689  0.09
H: -13.570 -15.843 3.087  0.10
H: -12.208 -15.450 1.971  0.11
C: -20.244 -23.750 -0.433  -0.19
C: -19.225 -24.075 -1.593  -0.21
C: -19.919 -23.531 -2.848  -0.21
S: -21.572 -24.359 -2.745  0.72
O: -21.373 -25.772 -3.119  -0.32
O: -22.501 -23.491 -3.412  -0.34
C: -21.654 -24.178 -0.902  -0.17
H: -20.276 -22.669 -0.295  0.06
H: -19.899 -24.050 0.556  0.09
H: -19.089 -25.149 -1.714  0.10
H: -18.237 -23.633 -1.467  0.09
H: -19.456 -23.845 -3.783  0.11
H: -20.001 -22.451 -2.726  0.08
H: -22.010 -25.155 -0.577  0.10
H: -22.264 -23.327 -0.599  0.07
N: -23.615 -20.664 2.208  0.03
C: -24.468 -19.587 2.411  -0.12
C: -24.881 -19.560 3.763  -0.11
C: -24.306 -20.652 4.347  -0.15
C: -23.628 -21.363 3.406  -0.15
H: -23.178 -20.839 1.314  0.08
H: -24.544 -18.844 1.632  0.09
H: -25.414 -18.794 4.306  0.09
H: -24.394 -20.919 5.390  0.10
H: -23.050 -22.271 3.487  0.10
N: -16.533 -19.742 -1.663  0.02
C: -17.232 -20.857 -2.096  -0.07
C: -16.752 -21.084 -3.401  -0.06
C: -15.766 -20.122 -3.602  -0.15
C: -15.578 -19.431 -2.528  -0.21
H: -16.660 -19.177 -0.835  0.09
H: -18.092 -21.248 -1.573  0.08
H: -17.064 -21.810 -4.138  0.10
H: -15.143 -20.002 -4.476  0.11
H: -14.837 -18.683 -2.287  0.13
N: -20.349 -15.659 3.483  0.03
C: -19.371 -15.087 2.678  -0.11
C: -19.479 -15.557 1.374  -0.11
C: -20.519 -16.523 1.402  -0.10
C: -21.100 -16.465 2.702  -0.14
H: -20.554 -15.469 4.453  0.15
H: -18.584 -14.492 3.117  0.11
H: -18.815 -15.342 0.550  0.05
H: -20.658 -17.142 0.528  0.07
H: -21.894 -17.064 3.122  0.11
N: -20.718 -20.686 9.217  0.02
C: -22.020 -20.385 8.899  -0.13
C: -22.042 -19.734 7.700  -0.12
C: -20.713 -19.702 7.155  -0.11
C: -19.921 -20.283 8.127  -0.13
H: -20.250 -21.091 10.015  0.15
H: -22.828 -20.557 9.595  0.11
H: -22.908 -19.308 7.216  0.09
H: -20.467 -19.288 6.188  0.07
H: -18.886 -20.591 8.149  0.09
N: -18.053 -26.215 0.980  0.01
C: -18.165 -25.293 2.070  -0.11
C: -17.167 -24.392 1.850  -0.14
C: -16.431 -24.768 0.642  -0.07
C: -17.123 -25.856 0.087  -0.14
H: -18.664 -27.017 0.924  0.15
H: -18.973 -25.299 2.787  0.11
H: -16.892 -23.600 2.530  0.07
H: -15.603 -24.200 0.245  0.06
H: -16.926 -26.354 -0.851  0.12
N: -17.783 -14.896 -3.325  0.10
C: -17.976 -15.201 -1.952  0.04
C: -17.932 -16.578 -1.775  -0.03
C: -18.114 -17.066 -3.042  0.01
C: -18.013 -16.044 -4.026  0.06
H: -17.524 -14.052 -3.816  0.18
H: -18.098 -14.360 -1.286  0.14
H: -17.991 -17.112 -0.838  0.10
H: -18.297 -18.122 -3.174  0.12
H: -18.010 -15.977 -5.103  0.15
N: -18.376 -16.659 6.614  0.02
C: -17.685 -17.823 6.354  -0.15
C: -16.524 -17.506 5.697  -0.11
C: -16.572 -16.117 5.447  -0.09
C: -17.724 -15.595 6.058  -0.13
H: -19.250 -16.510 7.098  0.15
H: -18.130 -18.757 6.662  0.08
H: -15.743 -18.198 5.417  0.09
H: -15.799 -15.662 4.845  0.08
H: -18.122 -14.593 6.114  0.11